Here is C28H28BCaCl2F4N3S as an isolated structure at a distorted geometry from the Open Molecules 2025 dataset. Energies are from wB97M-V/def2-TZVPD.

```
68
Properties=species:S:1:pos:R:3:forces:R:3
H 2.547553 -4.002400 -0.913329 0.05 0.07 -0.07
C -0.852647 -1.633500 -0.074629 -0.94 -0.75 0.65
S -0.759447 0.553000 -3.351529 -0.07 -0.51 0.60
H -0.145847 -6.234200 0.451871 -0.09 0.05 -0.06
C -0.677647 4.595600 -3.413229 -0.04 0.04 0.07
H 2.167253 -4.420800 2.769871 -0.01 0.00 0.10
H -0.899447 5.397700 -2.725129 -0.01 0.09 0.05
C 1.408753 0.683400 2.343271 0.02 0.76 0.13
H 3.012053 4.010500 3.271771 -0.06 0.00 -0.03
Cl 0.256653 1.257600 -6.231929 0.09 -0.24 -0.34
N -0.647547 -0.415000 2.005771 -0.08 1.02 0.18
F 3.450953 1.572000 -0.241329 0.13 0.01 0.84
H 2.403653 -1.299400 0.842271 0.05 0.36 -0.15
H 3.108853 -3.628800 1.512271 0.07 0.13 -0.03
C 0.654453 -6.011300 1.154271 0.19 0.16 -0.12
C -2.801447 -0.602700 1.118871 -0.80 0.39 -0.19
C 1.638053 2.957000 1.998671 -0.14 0.35 -0.02
B 3.029253 1.700000 -1.551429 0.38 -0.05 -0.25
C -5.198847 1.009600 -1.105429 0.02 -0.05 0.06
H -5.070247 2.088400 -1.003129 -0.05 0.07 -0.09
C 2.917453 1.899300 3.730771 -0.19 0.50 -0.48
C -3.482347 -0.714600 2.336871 0.16 -0.20 0.00
H 1.054853 -4.848900 -1.353329 -0.04 0.02 -0.08
H 0.375153 3.988900 -6.573929 0.05 0.04 0.01
C 1.319253 -1.224700 0.840671 0.24 -0.65 0.55
H 2.602253 -0.227600 3.872271 -0.03 -0.03 -0.07
H 1.518253 3.938100 0.138271 -0.02 0.03 -0.19
C 1.354653 -4.688700 0.779171 -0.14 0.07 0.15
H -4.640447 0.687300 -1.981129 0.02 0.01 -0.03
Cl -1.425647 3.039400 -1.384429 -0.18 -0.07 0.48
C 2.555753 3.057800 3.031371 0.41 -0.53 0.55
C -0.115147 2.521100 -5.117729 -0.04 0.22 0.24
C -4.645747 0.334600 0.120371 -0.47 0.01 -0.22
N 1.057653 1.807300 1.678271 0.32 -0.37 0.17
H -6.450547 0.499700 1.284171 -0.02 0.03 -0.05
C 0.393353 -3.539300 0.922171 -0.28 -0.23 -0.79
C 0.042753 3.816800 -5.559229 -0.08 0.16 0.12
H 3.222553 -5.386500 1.716871 0.22 -0.17 0.07
H 2.453553 -5.760200 -0.755229 0.09 -0.06 -0.03
F 2.818453 0.435800 -2.089529 -0.37 -0.56 -0.10
C -0.234947 4.868800 -4.698029 -0.03 -0.02 0.01
H 1.775653 5.040100 1.495371 -0.03 0.11 0.06
H 0.021953 -3.397600 1.932471 -0.02 0.11 0.22
F 3.942753 2.414800 -2.288529 0.47 0.41 -0.43
H -2.950147 -1.101700 3.191671 0.06 -0.06 0.04
C -1.387647 -0.957500 1.023071 0.50 -0.68 -1.08
C 2.545953 -4.526500 1.753971 0.01 -0.19 -0.23
C 1.250553 4.145100 1.170571 0.10 -0.11 0.02
H 0.959053 -2.504000 -0.853229 -0.06 0.09 0.08
H -1.544647 -2.135600 -0.743729 -0.04 0.20 -0.17
C 0.507953 -2.290300 0.124371 0.15 -0.34 0.37
C 2.348753 0.693600 3.364371 -0.02 -0.04 0.12
H 0.223153 -5.934800 2.148671 -0.14 0.05 0.18
C -0.844947 3.291100 -2.991829 0.40 0.02 -0.81
C 1.888853 -4.829400 -0.652129 -0.03 -0.06 0.31
H 3.641753 1.947300 4.535171 0.01 0.01 0.01
C -5.414147 0.187400 1.267371 0.17 -0.16 0.50
C -4.807947 -0.354400 2.406871 -0.24 0.15 -0.55
C 0.686953 -0.472300 1.801871 0.55 -0.67 -0.26
H -5.377747 -0.506600 3.316371 0.02 0.09 0.04
H -6.259247 0.791600 -1.235929 -0.05 0.05 -0.02
H -0.107547 5.892200 -5.015329 0.03 0.11 -0.06
F 1.784053 2.385800 -1.561529 -0.86 0.02 0.28
C -0.553247 2.181000 -3.817429 -0.11 0.16 -0.04
Ca 0.206353 0.574400 -0.570029 0.13 1.13 -0.68
H 1.366153 -6.840400 1.158671 0.14 -0.23 0.00
H 0.172753 4.302300 1.213671 -0.01 0.05 0.00
N -3.390847 -0.076700 0.028671 0.56 -0.32 0.46
```
Positions in Å, forces in eV/Å.

Summary:
Strongest force on any atom ... 1.375 eV/A
Total charge ... -2
Kohn-Sham gap ... 3.763 eV
HOMO energy ... 0.69 eV

=====

Here is one molecule with the formula C4H9NS at a distorted geometry from the Open Molecules 2025 dataset. Energies are from wB97M-V/def2-TZVPD.

```
15
Properties=species:S:1:pos:R:3:forces:R:3
C 1.887637 1.165075 -0.205238 -1.08 -0.62 0.67
C -0.857181 0.612185 0.940099 1.15 0.85 -0.39
H -0.158144 -2.051103 -0.305232 -0.95 -1.07 -0.84
H 1.679617 -1.646925 -0.777245 -1.63 -0.78 -0.14
C 0.712889 -1.486044 -0.203513 4.22 1.51 0.70
S 0.316553 0.218837 -0.687697 -1.15 1.37 2.81
H 2.424678 0.726366 0.646522 -0.37 0.26 -0.23
H -2.927311 0.282562 0.947328 -0.91 0.42 1.27
H 1.134427 -1.618064 0.826143 -0.97 0.82 -0.45
C -2.170517 -0.510672 -0.679855 -0.75 -0.97 -0.68
H 1.795031 2.260298 -0.150300 -0.73 -0.53 0.46
H -3.210230 -0.868609 -0.762469 0.00 -0.06 -0.35
H -0.932842 1.731392 1.088408 0.30 -0.83 -0.51
H 2.412934 1.042315 -1.097970 1.42 -0.48 -1.32
N -2.107544 0.142384 0.421021 1.45 0.11 -0.99
```
Positions in Å, forces in eV/Å.

Summary:
Strongest force on any atom ... 4.538 eV/A
Total charge ... 0
Kohn-Sham gap ... 7.714 eV
HOMO energy ... -7.02 eV

=====

Here is a 2-piece molecular cluster, BrHN2 overall at a distorted geometry from the Open Molecules 2025 dataset. Energies are from wB97M-V/def2-TZVPD.

```
4
Properties=species:S:1:pos:R:3:forces:R:3
Br 3.542912 -0.083043 0.002617 -0.59 0.32 -0.11
N 0.980721 1.554755 -0.089493 1.12 -0.51 0.06
N 0.150321 0.828475 0.194267 -1.06 0.98 0.16
H -0.049678 -0.149347 -0.010539 0.53 -0.79 -0.10
```
Positions in Å, forces in eV/Å.

Summary:
Strongest force on any atom ... 1.451 eV/A
Total charge ... 0
Kohn-Sham gap (spin up / spin down) ... 9.531 / 5.567 eV
HOMO energy (spin up / spin down) ... -10.21 / -8.60 eV

=====

Here is C17H33BrF8IN2O2PTa as an isolated structure at a distorted geometry from the Open Molecules 2025 dataset. Energies are from wB97M-V/def2-TZVPD.

```
66
Properties=species:S:1:pos:R:3:forces:R:3
H -0.219195 3.628202 2.781599 0.32 0.13 0.06
C -1.723199 0.072968 -3.130394 0.66 -0.53 -0.24
C -0.441323 3.461611 1.724461 -0.91 -0.01 0.17
H -0.481189 -2.494172 -2.872269 0.19 -0.02 -0.03
C -0.865326 0.087649 0.482305 0.12 -0.29 0.92
P -0.729379 -3.267241 1.298713 0.87 0.12 0.17
H -2.467156 0.420854 -3.842085 -0.32 0.32 0.19
H -1.562885 -3.091681 -1.643358 0.01 -0.13 0.03
H 4.702561 -2.139574 -2.143471 0.13 0.37 -0.01
C 1.722049 -1.506089 2.500571 2.10 1.40 0.56
I 1.776358 0.339009 -2.047805 -0.26 -0.22 0.31
H 0.092488 -5.187336 0.406914 -0.05 -0.07 -0.08
H -3.395584 0.032328 -1.264330 -0.12 0.07 0.40
F -0.917841 4.170446 -3.547778 0.67 -0.03 -0.63
H -1.563758 -0.327458 1.217448 -0.26 -0.10 -0.12
O -2.318433 -2.826373 1.578774 -0.02 -0.20 -0.26
C -1.166182 4.152442 -1.211981 -0.42 1.55 -0.55
F -2.310383 5.962961 -0.322015 -0.64 0.44 -0.07
C -3.327086 -1.037139 -1.463402 0.68 0.82 -0.34
C -1.463332 4.560921 1.353208 1.62 -0.44 0.37
H 3.297005 0.001582 2.875068 0.11 -0.07 -0.26
H 0.450238 3.585075 1.109003 0.21 -0.02 0.09
H -1.482336 0.630085 -0.230861 -0.01 -0.22 -0.34
H -2.662861 -1.761824 -3.302889 0.13 -0.13 -0.18
C -0.103941 1.160751 1.242435 -1.00 -0.20 -0.26
H 1.957367 -3.971936 -0.107244 0.21 0.09 0.14
Br 2.607370 -3.019853 -3.786386 -0.10 0.14 0.25
H 4.754689 -3.114295 -0.724325 -0.08 -0.10 0.30
H 3.360973 -4.316918 -1.881591 0.00 -0.23 -0.43
C -1.577225 4.810563 -2.582938 0.26 -0.41 0.86
H 0.250631 0.804330 2.208409 0.44 -0.09 -0.06
F -2.870387 4.567758 -2.789168 -1.03 0.22 -0.01
F -0.182349 5.929657 -0.021240 1.13 0.57 -0.16
N -0.843436 -4.829461 0.545884 -0.90 0.63 0.28
C 1.680426 -3.415774 -1.012592 -0.81 0.06 -0.21
C -1.058622 -2.182855 -1.995251 0.22 0.93 0.46
F -2.010080 3.169153 -0.979123 -0.40 -1.14 0.21
Ta 0.433051 -1.595389 -0.362993 1.44 0.76 -0.13
F -1.299496 5.574983 2.242704 0.19 0.78 0.13
O -1.056908 2.224162 1.547223 0.65 0.12 -0.44
H 1.875771 -2.563158 2.663764 -0.53 -0.39 -0.22
C 2.793689 -0.806575 3.402384 -0.82 0.05 0.56
H -1.404343 5.881885 -2.606192 0.23 0.16 -0.16
H -0.842166 -0.150489 -3.731072 0.17 0.10 -0.09
F 0.082020 3.720875 -1.314647 0.76 -0.56 0.08
H 0.763238 -1.176776 2.909260 -0.34 -0.35 -0.19
H 1.001272 -4.087357 -1.547260 -0.05 -0.11 -0.04
H 1.422182 -0.848548 5.114197 -0.12 -0.05 0.08
H -2.383201 -2.469847 2.472487 0.02 -0.23 -0.15
H 0.693744 1.560458 0.615919 0.20 0.20 0.14
C -1.260641 5.161644 -0.047691 -0.81 -0.53 0.10
C 2.136081 -0.180282 4.643254 0.77 0.13 -0.19
F -2.695463 4.146136 1.504090 -1.52 -0.52 -0.12
C -2.169716 -1.229021 -2.480379 -1.04 -0.80 -0.32
C 4.098519 -2.467197 -1.304042 0.05 -0.14 -0.57
H 1.663191 0.759913 4.374474 -0.42 0.01 -0.05
H -1.423395 0.850237 -2.433449 -0.16 0.13 0.11
C 2.950588 -3.313840 -1.854205 0.38 -0.71 0.80
N 1.928731 -1.136366 1.107962 -1.90 -0.61 -0.97
H 2.320029 -0.206826 1.020124 0.14 -0.03 0.06
H 2.908523 0.087342 5.363286 0.00 -0.06 0.26
H -3.153519 -1.561333 -0.528710 -0.12 -0.11 0.09
H 3.789165 -1.634339 -0.689682 -0.13 0.18 -0.03
H -4.280676 -1.299339 -1.908829 -0.19 -0.34 0.07
H -1.352370 -4.789975 -0.333058 0.30 -0.15 -0.18
H 3.553432 -1.509346 3.738783 0.13 -0.13 -0.17
```
Positions in Å, forces in eV/Å.

Summary:
Strongest force on any atom ... 2.583 eV/A
Total charge ... -1
Kohn-Sham gap ... 6.603 eV
HOMO energy ... -4.25 eV

=====

The following E_tot values (in Ha) correspond, in order, to the records above: -3668.85845; -610.52689; -2684.02014; -4996.55577.